{
  "formula": "C48H86Cl12O18S4",
  "method": "wB97M-V/def2-TZVPD",
  "lumo_energy_ev": 0.1,
  "multiplicity": 1,
  "orbital_gap_ev": 9.81,
  "total_charge": 0,
  "energy_ev": -281631.0165,
  "max_force_ha_per_bohr": 0.1135,
  "symbols": ["C", "C", "C", "S", "O", "O", "C", "H", "H", "H", "H", "H", "H", "H", "H", "C", "C", "C", "S", "O", "O", "C", "H", "H", "H", "H", "H", "H", "H", "H", "C", "C", "C", "S", "O", "O", "C", "H", "H", "H", "H", "H", "H", "H", "H", "C", "C", "C", "S", "O", "O", "C", "H", "H", "H", "H", "H", "H", "H", "H", "O", "C", "O", "C", "C", "C", "H", "H", "H", "H", "H", "H", "O", "C", "O", "C", "C", "C", "H", "H", "H", "H", "H", "H", "O", "C", "O", "C", "C", "C", "H", "H", "H", "H", "H", "H", "O", "C", "O", "C", "C", "C", "H", "H", "H", "H", "H", "H", "O", "C", "O", "C", "C", "C", "H", "H", "H", "H", "H", "H", "Cl", "C", "C", "Cl", "H", "H", "H", "H", "Cl", "C", "C", "Cl", "H", "H", "H", "H", "Cl", "C", "C", "Cl", "H", "H", "H", "H", "Cl", "C", "C", "Cl", "H", "H", "H", "H", "Cl", "C", "C", "Cl", "H", "H", "H", "H", "Cl", "C", "C", "Cl", "H", "H", "H", "H"],
  "coordinates": [[0.904, -8.888, 1.108], [-0.471, -9.291, 1.454], [-1.341, -8.127, 1.972], [-0.760, -6.769, 0.878], [-1.012, -5.532, 1.663], [-1.470, -6.978, -0.365], [0.922, -7.408, 0.752], [1.331, -9.539, 0.345], [1.505, -8.882, 2.017], [-0.406, -9.915, 2.346], [-1.103, -9.722, 0.677], [-1.022, -7.818, 2.967], [-2.427, -8.136, 2.057], [1.546, -6.743, 1.350], [1.168, -7.127, -0.272], [3.729, 2.204, 3.022], [2.863, 1.056, 3.596], [1.594, 1.647, 4.176], [2.241, 3.105, 5.169], [2.793, 2.726, 6.469], [1.430, 4.318, 5.033], [3.747, 3.372, 4.066], [3.177, 2.448, 2.115], [4.666, 1.774, 2.668], [3.359, 0.563, 4.433], [2.662, 0.370, 2.773], [0.906, 1.130, 4.846], [1.025, 1.772, 3.255], [4.702, 3.519, 4.570], [3.648, 4.346, 3.586], [-0.089, 4.292, -5.062], [-1.595, 4.240, -4.864], [-2.372, 3.768, -6.163], [-1.041, 3.954, -7.486], [-1.588, 4.871, -8.481], [-0.580, 2.629, -7.804], [0.243, 4.765, -6.441], [0.412, 3.361, -4.796], [0.353, 4.966, -4.327], [-1.958, 5.210, -4.525], [-1.710, 3.572, -4.010], [-3.168, 4.482, -6.375], [-2.725, 2.738, -6.206], [-0.087, 5.796, -6.571], [1.235, 4.736, -6.891], [5.561, 3.726, -3.400], [4.151, 3.468, -2.854], [3.475, 4.809, -2.564], [4.263, 5.963, -3.827], [5.039, 6.885, -2.974], [3.286, 6.445, -4.790], [5.342, 4.680, -4.546], [5.944, 2.765, -3.742], [6.190, 4.126, -2.604], [4.091, 2.797, -1.997], [3.532, 2.971, -3.602], [3.489, 5.305, -1.594], [2.404, 4.883, -2.749], [6.233, 5.212, -4.878], [4.885, 4.195, -5.409], [-3.064, 1.466, 3.547], [-3.407, 2.636, 3.753], [-2.392, 3.648, 4.022], [-3.065, 4.923, 4.186], [-4.568, 4.601, 4.346], [-4.702, 3.323, 3.570], [-3.100, 5.338, 3.179], [-2.737, 5.767, 4.792], [-5.059, 5.484, 3.938], [-4.923, 4.371, 5.351], [-4.837, 3.566, 2.516], [-5.585, 2.744, 3.843], [0.121, 1.890, -1.459], [-0.276, 1.096, -0.612], [-1.480, 0.625, -0.621], [-1.692, -0.253, 0.400], [-0.364, -0.680, 1.002], [0.440, 0.536, 0.605], [-2.220, -1.063, -0.102], [-2.395, 0.078, 1.165], [0.145, -1.472, 0.451], [-0.251, -1.128, 1.989], [1.489, 0.379, 0.352], [0.369, 1.309, 1.370], [-4.393, -4.058, 4.952], [-3.581, -3.155, 5.158], [-3.829, -1.969, 4.769], [-2.893, -0.984, 5.356], [-2.173, -1.819, 6.432], [-2.371, -3.303, 6.002], [-3.312, -0.100, 5.837], [-2.027, -0.644, 4.788], [-2.527, -1.503, 7.414], [-1.112, -1.569, 6.428], [-2.676, -3.980, 6.800], [-1.557, -3.757, 5.436], [-4.572, -5.230, -4.817], [-4.825, -5.369, -3.571], [-3.854, -5.595, -2.559], [-4.470, -5.620, -1.324], [-5.943, -5.623, -1.542], [-6.102, -4.993, -2.909], [-4.148, -4.711, -0.817], [-4.205, -6.576, -0.871], [-6.576, -4.986, -0.925], [-6.291, -6.652, -1.634], [-6.205, -3.909, -2.858], [-6.993, -5.427, -3.363], [1.383, -4.539, -0.818], [0.779, -3.744, -1.497], [1.246, -2.895, -2.343], [0.337, -2.234, -3.151], [-0.976, -2.437, -2.487], [-0.743, -3.578, -1.499], [0.194, -2.587, -4.172], [0.604, -1.178, -3.172], [-1.810, -2.666, -3.151], [-1.220, -1.522, -1.947], [-1.291, -4.488, -1.745], [-1.081, -3.448, -0.470], [5.272, 2.540, 0.314], [6.566, 3.616, 0.960], [6.183, 5.085, 0.855], [4.464, 5.440, 1.175], [7.451, 3.419, 0.356], [6.800, 3.304, 1.978], [6.358, 5.278, -0.203], [6.857, 5.846, 1.250], [3.960, -0.743, -3.581], [5.385, -1.166, -2.505], [4.971, -2.069, -1.433], [4.182, -1.066, -0.101], [5.778, -0.197, -2.199], [6.193, -1.630, -3.072], [5.769, -2.617, -0.932], [4.229, -2.783, -1.791], [2.032, -2.142, 5.389], [3.329, -3.223, 6.022], [4.691, -2.601, 5.490], [4.882, -2.795, 3.750], [3.008, -4.217, 5.709], [3.279, -3.122, 7.106], [5.560, -3.090, 5.933], [4.763, -1.556, 5.790], [1.051, 4.144, 0.938], [-0.668, 4.471, 0.589], [-0.709, 5.158, -0.757], [-2.374, 5.361, -1.434], [-0.993, 5.173, 1.357], [-1.305, 3.588, 0.531], [-0.168, 4.414, -1.342], [-0.087, 6.053, -0.741], [-5.107, -0.631, -0.748], [-5.833, -0.082, 0.781], [-5.544, -1.252, 1.746], [-6.005, -2.847, 1.053], [-6.877, 0.059, 0.502], [-5.501, 0.935, 0.991], [-6.196, -1.181, 2.616], [-4.497, -1.387, 2.017], [-2.692, 0.486, -4.396], [-1.180, 0.445, -5.467], [-1.489, 0.017, -6.846], [-2.051, -1.632, -6.962], [-0.487, -0.264, -5.014], [-0.706, 1.421, -5.370], [-0.610, 0.039, -7.491], [-2.291, 0.584, -7.318]],
  "mulliken_charge": [-0.48, -0.58, -0.90, 1.17, -0.60, -0.68, -0.69, 0.32, 0.21, 0.36, 0.29, 0.33, 0.48, 0.48, 0.28, 0.43, -0.85, 0.08, 1.15, -0.67, -0.64, -0.96, -0.40, 0.60, 0.16, 0.33, 0.41, -0.30, 0.40, 0.37, 0.00, -0.38, -0.67, 1.10, -0.71, -0.57, -1.02, 0.08, 0.21, 0.41, 0.11, 0.43, 0.17, 0.39, 0.47, -0.44, -0.09, 0.28, 1.04, -0.65, -0.62, -0.82, 0.34, 0.16, -0.03, 0.19, 0.09, -0.28, 0.46, 0.36, -0.48, 0.36, -0.23, -0.39, -0.72, -0.41, 0.23, 0.37, 0.34, 0.29, 0.23, 0.36, -0.68, -0.08, -0.24, -0.22, -0.06, 1.42, 0.10, 0.20, -0.35, 0.71, 0.03, -1.01, -0.71, 0.53, -0.31, 0.12, -0.53, -0.30, 0.26, -0.01, 0.31, 0.22, 0.25, 0.22, -0.66, 0.36, -0.26, 0.08, -0.40, -0.40, 0.07, 0.19, 0.15, 0.32, 0.23, 0.33, -0.65, 0.48, -0.18, -0.51, 0.52, -0.18, 0.22, 0.15, 0.60, -0.73, 0.15, 0.13, 0.01, -0.80, -0.26, -0.13, 0.46, 0.39, 0.03, 0.41, -0.17, -0.37, -0.56, -0.07, 0.19, 0.36, 0.36, 0.23, -0.11, -0.54, -0.50, -0.14, 0.34, 0.30, 0.37, 0.29, -0.01, -0.54, -0.08, -0.23, 0.40, 0.10, -0.13, 0.46, -0.16, -0.26, -0.20, -0.14, 0.39, 0.09, 0.40, -0.08, -0.17, 0.91, -0.48, -0.18, -0.08, -0.65, 0.32, 0.28]
}